Record 1
2 unconnected molecules or ions with the total composition C8H19NP. Source: OMol25; level of theory: ωB97M-V/def2-TZVPD.

```
! wB97M-V def2-TZVPD RIJCOSX def2/J DEFGRID3
* xyz 1 1
C -1.618 2.468 -0.052
C -1.380 3.541 -1.092
C 2.661 -0.465 -1.052
C -1.083 -1.614 -0.733
C 1.309 -1.230 -1.244
C -1.108 0.416 2.071
C 0.121 -0.895 -0.305
C 0.589 -1.268 1.152
N 0.607 -2.458 1.668
P -0.708 1.882 1.237
H -2.785 2.386 0.027
H -0.260 3.561 -1.249
H -1.780 4.506 -0.731
H -1.902 3.132 -1.971
H 2.473 0.526 -1.343
H 2.926 -0.509 0.008
H 3.377 -0.979 -1.502
H -0.857 -2.683 -0.924
H -1.914 -1.742 0.005
H -1.469 -1.319 -1.753
H 1.612 -2.272 -1.217
H 0.938 -1.138 -2.223
H -2.157 0.177 2.176
H -0.522 0.447 2.966
H -0.076 0.156 -0.345
H 1.332 -0.608 1.566
H 1.187 -2.700 2.413
H -0.144 -3.143 1.440
H 0.632 1.825 1.008
*
```

Computed properties:
HOMO-LUMO gap (alpha / beta): 7.088 / 7.088 eV

Population analysis type Mulliken, resulting atomic charges in e: 0.07 -0.99 -1.29 -1.87 -1.00 -0.88 1.70 -0.47 -0.24 0.12 0.29 0.29 0.33 0.32 0.32 0.29 0.48 0.46 0.33 0.37 0.37 0.54 0.38 0.37 -0.48 0.58 0.27 0.26 0.08

Record 2
A single C8H19NSi molecule. Source: OMol25; level of theory: ωB97M-V/def2-TZVPD.

```
! wB97M-V def2-TZVPD RIJCOSX def2/J DEFGRID3
* xyz 0 1
C 0.219 2.426 0.736
C 1.394 2.226 1.564
C -0.908 1.378 1.054
C 2.086 0.820 1.303
C -1.486 0.431 -0.010
C -2.790 -0.305 0.442
C 1.127 -1.782 -2.862
C -0.144 -2.872 0.041
N 0.758 -0.755 -1.889
Si -0.150 -0.965 -0.424
H -0.138 3.449 0.729
H 0.415 2.358 -0.471
H 2.218 3.117 1.318
H 1.122 2.299 2.602
H -0.359 0.855 1.849
H -1.722 1.920 1.536
H 2.983 0.905 0.655
H 2.415 0.332 2.214
H -1.896 1.133 -0.845
H -3.328 -0.615 -0.419
H -3.372 0.460 0.951
H -2.687 -1.135 1.178
H 1.563 -2.626 -2.382
H 0.194 -2.142 -3.275
H 1.664 -1.390 -3.680
H -0.504 -3.642 -0.773
H 0.929 -3.015 0.080
H -0.499 -3.013 0.947
H 0.896 0.148 -2.167
*
```

Computed properties:
HOMO-LUMO gap (alpha / beta): 7.762 / 6.412 eV

Population analysis type Mulliken, resulting atomic charges in e: -0.40 -0.61 -1.03 -0.93 0.59 -1.54 -0.93 -1.15 -0.04 -0.15 0.41 0.15 0.24 0.35 0.30 0.35 0.29 0.28 0.28 0.44 0.42 0.33 0.26 0.31 0.38 0.29 0.36 0.49 0.26

Record 3
A molecular structure, C8H19O2PRuS5Sb. Source: OMol25; level of theory: ωB97M-V/def2-TZVPD.

```
! wB97M-V def2-TZVPD RIJCOSX def2/J DEFGRID3
* xyz -1 5
Ru 1.309 0.207 0.257
C -2.620 4.126 1.927
C -2.293 3.805 0.481
O -2.816 2.518 0.105
P -1.861 1.263 -0.170
S -2.937 -0.310 -0.561
S -0.560 1.172 1.413
O -1.090 1.879 -1.473
C -0.051 1.235 -2.195
C -0.530 0.166 -3.155
H -2.346 5.160 2.145
H -2.069 3.467 2.593
H -3.688 3.995 2.105
H -1.215 3.839 0.311
H -2.771 4.522 -0.189
H 0.692 0.782 -1.487
H 0.482 2.027 -2.719
H -1.053 -0.622 -2.618
H 0.327 -0.264 -3.677
H -1.218 0.603 -3.880
S 5.533 0.278 1.667
Sb 4.515 1.220 -0.140
S 2.984 -0.618 -1.001
S 2.443 2.186 0.766
C 2.227 -3.559 0.423
C 0.982 -3.000 1.109
C -0.131 -4.060 1.082
C 0.429 -1.732 0.464
H 2.460 -4.557 0.804
H 3.091 -2.919 0.590
H 2.059 -3.630 -0.655
H 1.221 -2.791 2.157
H -0.372 -4.313 0.046
H -1.039 -3.687 1.558
H 0.184 -4.972 1.597
H 0.254 -1.913 -0.608
H -0.531 -1.506 0.928
*
```

Computed properties:
HOMO-LUMO gap (alpha / beta): 7.427 / 5.510 eV

Population analysis type Mulliken, resulting atomic charges in e: -0.44 -1.04 -0.30 -0.42 0.90 -0.43 -0.34 -0.46 0.99 -1.12 0.37 0.23 0.27 0.32 0.34 -0.27 0.34 0.22 0.38 0.32 -0.65 0.45 -0.45 -0.41 -1.44 0.94 -1.51 -0.98 0.43 0.30 0.28 0.25 0.32 0.42 0.41 0.32 0.46

Record 4
2 unconnected molecules or ions with the total composition C8H19OS. Source: OMol25; level of theory: ωB97M-V/def2-TZVPD.

```
! wB97M-V def2-TZVPD RIJCOSX def2/J DEFGRID3
* xyz 1 1
C 1.691 0.363 -1.540
C -2.928 0.248 1.247
C -2.759 0.847 -1.197
C 2.163 -1.560 0.575
C 3.675 0.594 0.351
C 0.511 0.709 0.945
C -2.918 -0.315 -0.198
C -1.946 -1.336 -0.216
O -0.990 -1.314 -0.960
S 1.861 0.192 0.226
H 2.520 -0.148 -2.022
H 1.817 1.443 -1.637
H -3.660 0.974 1.362
H -3.186 -0.678 1.892
H -1.905 0.589 1.497
H -2.065 0.434 -1.947
H -3.657 1.254 -1.570
H -2.252 1.753 -0.721
H 1.329 -2.126 0.939
H 3.010 -1.816 1.244
H 2.510 -1.819 -0.438
H 3.906 0.533 1.374
H 3.804 1.703 0.266
H 4.088 -0.057 -0.368
H 0.597 0.639 2.002
H 0.130 1.788 0.683
H -3.941 -0.733 -0.490
H -2.072 -2.196 0.543
H 0.667 0.037 -1.841
*
```

Computed properties:
HOMO-LUMO gap: 10.025 eV

Population analysis type Mulliken, resulting atomic charges in e: -1.01 -1.25 -1.18 -1.05 -1.28 -1.20 0.59 -0.14 -0.49 0.97 0.49 0.44 0.42 0.37 0.16 0.27 0.41 0.20 0.35 0.42 0.40 0.47 0.39 0.52 0.50 0.33 0.33 0.34 0.24

Record 5
A molecular structure, C8H20AsF8N5O8S2Tl. Source: OMol25; level of theory: ωB97M-V/def2-TZVPD.

```
! wB97M-V def2-TZVPD RIJCOSX def2/J DEFGRID3
* xyz 1 1
Tl -0.373 0.092 -0.730
As 1.205 2.195 2.949
F 1.688 3.036 4.405
F 2.916 1.789 2.670
F 0.708 1.295 1.501
F -0.473 2.576 3.188
F 1.438 3.638 2.009
F 1.032 0.725 3.859
N 0.624 -1.191 -2.964
S 2.122 -1.580 -3.361
O 2.490 -1.301 -4.724
O 2.619 -2.814 -2.806
F 2.767 -0.381 -2.495
S -0.161 -2.241 -4.034
O 0.062 -3.659 -3.876
O -0.522 -1.703 -5.323
F -1.537 -2.031 -3.227
O -0.729 -0.900 1.907
C -1.243 -1.443 2.882
N -2.163 -0.814 3.639
C -0.749 -2.752 3.426
H -2.406 0.144 3.441
H -2.461 -1.208 4.514
H -0.490 -2.718 4.482
H 0.157 -3.058 2.906
H -1.531 -3.485 3.214
O -0.550 1.579 -3.057
C -0.087 2.259 -4.007
N -0.566 3.480 -4.172
C 0.722 1.642 -5.109
H -1.138 3.750 -3.381
H -0.474 4.014 -5.018
H 0.663 0.556 -5.120
H 1.797 1.820 -5.141
H 0.282 2.010 -6.037
O 2.056 -0.783 0.425
C 3.062 -1.375 0.870
N 3.922 -0.770 1.652
C 3.238 -2.827 0.481
H 4.753 -1.276 1.911
H 3.713 0.119 2.117
H 4.084 -3.290 0.983
H 3.172 -2.887 -0.603
H 2.371 -3.362 0.878
O -2.666 1.117 0.485
C -3.501 1.460 1.318
N -3.176 2.214 2.383
C -4.902 0.899 1.309
H -2.303 2.730 2.348
H -3.678 2.379 3.240
H -5.648 1.607 1.669
H -4.988 -0.029 1.870
H -5.147 0.755 0.256
*
```

Computed properties:
HOMO-LUMO gap: 3.555 eV

Population analysis type Mulliken, resulting atomic charges in e: 1.74 2.02 -0.49 -0.59 -0.54 -0.52 -0.47 -0.45 0.00 1.05 -0.52 -0.53 -0.25 0.98 -0.50 -0.51 -0.27 -0.25 0.64 -0.23 -1.23 0.20 0.21 0.41 0.16 0.36 -0.59 0.71 -0.37 -0.74 0.25 0.22 -0.02 0.31 0.36 -0.35 0.54 -0.24 -0.70 0.21 0.26 0.42 0.09 0.19 -0.54 0.58 -0.32 -1.08 0.18 0.22 0.40 0.26 0.30

Record 6
A molecular structure, C8H20Br2CuO8S2. Source: OMol25; level of theory: ωB97M-V/def2-TZVPD.

```
! wB97M-V def2-TZVPD RIJCOSX def2/J DEFGRID3
* xyz -1 3
Cu 0.590 0.021 -0.222
Br -0.144 -2.607 -0.013
Br -1.319 0.747 1.593
O 1.836 -0.586 -1.971
C 2.610 0.574 -2.295
C 2.348 1.964 -1.647
O 1.832 1.927 -0.286
H 2.714 0.592 -3.380
H 3.521 0.244 -1.796
H 1.632 2.533 -2.239
H 3.238 2.572 -1.483
O -0.877 0.317 -1.941
S -1.402 -0.291 -3.208
O -0.994 -1.626 -3.564
O -3.027 -0.302 -3.216
C -3.626 -1.040 -2.172
C -5.156 -0.680 -2.208
C -1.197 0.904 -4.525
H -3.236 -0.859 -1.171
H -3.551 -2.085 -2.473
H -5.544 -0.985 -1.236
H -5.702 -1.197 -2.998
H -5.305 0.363 -2.487
H -1.690 0.544 -5.428
H -0.137 1.138 -4.622
H -1.699 1.831 -4.247
O 4.146 0.059 2.492
S 2.703 0.067 2.708
O 1.857 -0.407 1.632
O 2.280 -0.805 4.072
C 0.932 -1.163 4.245
C 0.819 -1.831 5.639
C 2.169 1.865 3.116
H 0.470 -1.748 3.449
H 0.287 -0.285 4.272
H 1.489 -1.295 6.311
H 1.180 -2.858 5.676
H -0.234 -1.827 5.922
H 1.096 1.737 3.261
H 2.447 2.580 2.343
H 2.647 1.897 4.095
*
```

Computed properties:
HOMO-LUMO gap (alpha / beta): 6.947 / 5.578 eV

Population analysis type Mulliken, resulting atomic charges in e: 1.39 -0.70 -0.71 -0.37 -0.39 -0.39 -0.74 0.34 0.33 0.23 0.35 -0.55 1.03 -0.65 -0.28 -0.16 -1.17 -1.00 0.29 0.28 0.36 0.31 0.30 0.36 0.31 0.34 -0.62 0.84 -0.40 -0.29 0.10 -1.29 -0.81 0.25 0.20 0.32 0.30 0.38 0.22 0.30 0.39

Record 7
A molecular structure, C8H20ClI2MnOP2. Source: OMol25; level of theory: ωB97M-V/def2-TZVPD.

```
! wB97M-V def2-TZVPD RIJCOSX def2/J DEFGRID3
* xyz 2 5
I -1.730 3.762 -0.615
I 1.212 2.747 -0.627
Mn 0.360 -0.161 -0.025
P 0.257 0.479 2.097
C 1.986 0.519 2.691
C -0.371 2.127 2.480
H -0.243 2.389 3.538
H -0.409 -0.156 4.343
H -1.416 2.181 2.166
H -1.638 -0.598 3.105
H 2.552 1.272 2.122
H 0.188 2.841 1.857
C -0.565 -0.570 3.333
H 1.990 0.769 3.764
H -0.167 -1.593 3.292
H 2.456 -0.465 2.539
P -0.612 -0.370 -2.035
C 0.720 -0.709 -3.239
C -1.765 -1.749 -2.324
H -2.312 1.299 -2.122
H -1.792 0.868 -3.798
H -0.757 1.887 -2.740
C -1.463 1.047 -2.765
H -2.648 -1.598 -1.692
H -2.065 -1.761 -3.383
H 0.265 -0.890 -4.225
H 1.277 -1.595 -2.908
H -1.283 -2.698 -2.056
H 1.399 0.153 -3.284
C 2.137 -0.043 -0.403
O 3.227 0.221 -0.714
Cl 1.125 -3.132 -0.636
C 0.247 -1.999 0.446
H -0.824 -2.279 0.373
H 0.663 -2.194 1.446
*
```

Computed properties:
HOMO-LUMO gap (alpha / beta): 6.819 / 5.851 eV

Population analysis type Mulliken, resulting atomic charges in e: 0.36 0.06 -0.02 1.02 -1.27 -0.93 0.39 0.42 0.34 0.42 0.37 0.22 -1.26 0.46 0.42 0.36 0.99 -1.28 -1.27 0.33 0.38 0.29 -1.06 0.43 0.44 0.46 0.33 0.37 0.38 0.11 -0.19 -0.05 -0.94 0.49 0.45

Record 8
2 unconnected molecules or ions with the total composition C8H20ClNO. Source: OMol25; level of theory: ωB97M-V/def2-TZVPD.

```
! wB97M-V def2-TZVPD RIJCOSX def2/J DEFGRID3
* xyz 0 1
C -0.474 -1.591 -2.981
C -1.103 -0.871 -1.749
N -0.219 -0.494 -0.548
C 0.316 -1.762 0.110
C 1.039 0.384 -0.925
C 0.819 1.673 -1.577
C -1.142 0.421 0.377
C -0.529 0.913 1.717
O 0.100 -0.050 2.457
C 1.003 0.622 3.334
H -1.241 -1.964 -3.660
H 0.029 -2.497 -2.645
H 0.252 -0.924 -3.446
H -1.862 -1.537 -1.340
H -1.602 0.018 -2.135
H 0.738 -2.357 -0.701
H -0.570 -2.126 0.631
H 1.135 -1.489 0.775
H 1.648 -0.291 -1.526
H 1.565 0.410 0.030
H 0.195 1.549 -2.463
H 1.685 2.255 -1.893
H 0.310 2.331 -0.873
H -1.963 -0.276 0.548
H -1.459 1.264 -0.237
H -1.322 1.379 2.301
H 0.140 1.694 1.355
H 1.442 -0.183 3.923
H 0.562 1.371 3.991
H 1.790 1.065 2.723
Cl -1.283 1.066 4.428
*
```

Computed properties:
HOMO-LUMO gap: 6.194 eV

Population analysis type Mulliken, resulting atomic charges in e: -1.23 -0.39 0.09 -0.91 -0.53 -1.25 -0.79 -0.61 -0.35 -0.92 0.41 0.31 0.30 0.42 0.42 0.39 0.33 0.35 0.59 0.45 0.28 0.42 0.27 0.53 0.42 0.48 0.28 0.28 0.36 0.35 -0.74

What energy above the lowest of the compared OMol25 structures with the same formula, charge and spin values result from the calculations? In sequence: 3.0866 5.7391 1.1914 2.0956 0.8697 0.0000 0.0000 1.7430 eV.
What DFT total energy values result from the calculations? In sequence: -19372.292 -17967.398 -85288.332 -21475.622 -141385.467 -231393.404 -89270.810 -24676.713 eV.